Molecular formula: C7H6Cl2O3P
Method: DFT, ωB97M-V/def2-TZVPD

```
19
Properties=species:S:1:pos:R:3:mulliken_charge:R:1
H 0.27974 1.30425 -1.84084 0.2468
C 0.15012 -0.36812 -0.34718 0.5545
H 3.55357 1.17932 0.83135 0.5144
H -0.80948 -0.86230 -2.00189 0.4319
C -1.17417 -0.99758 -0.97221 0.1653
C 2.68684 0.73673 0.48891 -1.0500
H 0.47075 -1.77789 1.41790 0.2360
C 0.73066 0.74201 -0.96791 -0.6697
C 2.11146 -0.41237 1.07793 -0.4302
H 2.22145 2.10430 -1.20502 0.2060
P -2.65768 0.35868 0.53579 0.9173
H 2.67285 -0.85845 1.87807 0.3381
O -2.20679 -0.15815 -1.01888 -0.3316
Cl -1.52782 -2.50565 -0.27475 -0.1970
C 1.90637 1.21478 -0.57980 0.0112
O -2.09472 -0.42635 1.69292 -0.6035
O -2.60275 1.82654 0.54099 -0.6882
C 0.81145 -0.97596 0.71824 -0.3304
Cl -4.52184 -0.12381 0.02639 -0.3211
```

Results
Total charge   -1
2S+1   3
Orbital gap (spin up / spin down)   5.245 / 5.831 eV

Molecular formula: C7H6CrF15N2O19S5
Method: DFT, ωB97M-V/def2-TZVPD

```
55
Properties=species:S:1:pos:R:3:mulliken_charge:R:1
O 3.48976 0.62726 1.81970 -0.7080
F -0.87266 -3.56776 -2.29504 -0.1908
F 2.36666 -3.84813 -1.98692 -0.2058
O 0.49837 3.86351 2.01569 -0.7181
H 0.18809 1.26164 -3.82418 0.2808
O 1.71784 -1.76223 3.67859 -0.7048
N -2.69610 1.63207 -1.70257 0.7580
C 3.13418 -3.18027 -1.10319 0.4315
C 1.03256 0.58543 -3.95730 -1.0566
O -3.66429 -3.11946 0.26398 -0.6795
H -3.20935 3.55319 -1.93357 0.2227
F -3.31582 3.49452 1.29349 -0.2404
F 3.70296 -2.09307 -1.74660 -0.1671
F -1.05822 0.35638 4.61361 -0.1649
O -1.07234 3.16178 3.62094 -0.7314
S 2.89299 1.54237 0.82961 1.1170
H -4.54377 2.42911 -2.55159 0.3112
O -1.81177 -1.48923 -0.04581 -0.4263
F 0.03662 -1.01410 5.90088 -0.2360
H -4.15271 2.65000 -0.74528 0.2220
S -2.27449 -2.88903 -0.12188 0.9998
S 2.01105 -2.61790 0.41025 1.1616
S 0.29120 -1.64917 3.29419 1.1518
O -2.57356 0.90597 -2.64788 -0.7965
O 1.21259 -1.51394 -3.25542 -0.5529
F 4.36416 0.52585 -1.17128 -0.2152
F -1.67750 4.49248 0.14184 -0.2135
H 1.06387 0.17770 -4.96769 0.3227
F -2.67984 -4.66906 -2.02831 -0.2530
N 0.79587 -0.43276 -2.99376 0.6671
C -0.71410 -0.95223 4.81910 0.5174
Cr -0.32645 0.09289 0.34073 0.6122
C -2.14656 -3.44931 -1.93128 0.6048
O -1.41011 -3.72570 0.73022 -0.6169
O -2.01322 1.46965 -0.68779 -0.5240
O -0.80837 1.77076 1.58124 -0.3421
O 0.09326 -0.71007 2.19364 -0.2828
O 0.99059 -1.61624 -0.00735 0.1136
C -3.80851 2.65577 -1.77950 -0.9707
O -0.37322 -2.97331 3.04866 -0.6587
O 1.17726 -3.85381 0.74478 -0.3718
O 2.75984 2.89198 1.45927 -0.6465
H 1.96132 1.09679 -3.70429 0.1725
S -0.76483 3.12645 2.19723 0.9998
O 2.90818 -2.01005 1.44824 -0.4023
O 1.61465 1.08864 0.31728 -0.4052
O 0.14608 -0.22014 -1.95924 0.2082
F 4.13165 -3.96483 -0.78537 -0.2210
C -2.19616 4.22255 1.36078 0.5031
C 4.05996 1.73671 -0.70751 0.5109
F -2.60799 5.35620 2.02699 -0.2716
F 3.55860 2.57444 -1.58197 -0.2070
F 5.22191 2.20596 -0.24015 -0.2394
F -1.86468 -1.61825 5.01733 -0.2479
F -2.78529 -2.60788 -2.70562 -0.2197
```

Results
Total charge   -3
2S+1   9
Orbital gap (spin up / spin down)   3.872 / 3.793 eV

Molecular formula: C7H6MnNO6
Method: DFT, ωB97M-V/def2-TZVPD

```
21
Properties=species:S:1:pos:R:3:mulliken_charge:R:1
H 3.83191 -1.40208 2.51146 0.3820
C -0.64615 -1.81968 -0.66842 0.7392
H 0.94043 -3.40672 2.99781 0.2925
O -1.16189 -2.65733 0.01488 -0.3788
O 0.73997 -0.09200 -2.20132 -0.2552
N 0.83548 -2.72160 2.24866 -0.1122
C 1.85268 -1.91741 1.95804 0.7892
H 0.02462 -2.81715 1.62556 0.1556
C -0.51061 0.46731 1.47913 0.3838
C 0.00458 -0.97623 -1.43575 -0.0721
Mn -0.03486 0.42584 -0.22690 0.6390
C 1.32802 1.60541 -0.21765 0.3369
H -0.28998 -2.10072 -1.79282 0.4704
C 3.02495 -2.02073 2.89635 -1.1664
O 1.82947 -1.12333 0.97976 -0.1866
C -1.38160 1.45672 -0.78500 0.2916
O -0.79896 0.64709 2.59499 -0.0697
H 2.73874 -1.67108 3.89560 0.4000
O -2.29182 2.10805 -1.12046 -0.0056
O 2.17452 2.44542 -0.22097 -0.0638
H 3.35571 -3.06388 2.97535 0.4302
```

Results
Total charge   +3
2S+1   4
Energy relative to the best compared isomer or geometry (same formula, charge and spin)   385.3 kJ/mol
Orbital gap (spin up / spin down)   9.023 / 6.689 eV

Result set for energy: -47832.04915 -172584.87632 -52407.28929 eV, one per record in the order listed.